1.
Below is the molecule C5H5NO at a distorted geometry, with properties calculated with ωB97M-V/def2-TZVPD.

Each line ends with the natural charge from an NBO analysis.
Element x y z (Å)
1 H 1.357 -0.538 0.525  0.23
2 H -0.761 -0.216 2.310  0.11
3 C 0.157 0.428 -1.002  -0.32
4 O -1.399 -1.742 1.132  -0.49
5 H 0.078 1.375 -1.534  0.26
6 C 0.929 0.435 0.294  -0.37
7 C -0.998 -0.622 1.297  0.44
8 N 0.472 -1.546 -2.671  -0.30
9 H -1.027 1.399 0.537  0.24
10 H 1.460 1.288 0.695  0.23
11 C 0.302 -0.694 -1.907  0.28
12 C -0.571 0.434 0.324  -0.32

Forces on the atoms, in the same order (eV/Å):
H 0.076 0.229 0.066
H -0.392 -0.263 0.010
C -0.055 0.000 -0.071
O 0.192 0.548 -0.187
H -0.012 -0.207 0.115
C 0.288 0.046 0.100
C -0.177 -0.381 -0.088
N -0.205 0.814 0.785
H 0.099 -0.144 0.086
H 0.148 0.057 -0.475
C 0.067 -0.772 -0.525
C -0.029 0.073 0.184

- 2S+1 = 1
- calculated total energy (a.u.) = -323.4493
- max |F| (Eh/bohr) = 0.02235
- structure (SMILES) = N#C[C@@H]1C[C@@H]1C=O
- molar mass (g/mol) = 95.1


2.
Below is the ion C7H15N2 with charge +1 at a distorted geometry, with properties calculated with ωB97M-V/def2-TZVPD.

Each line ends with the natural charge from an NBO analysis.
Element x y z (Å)
1 C -0.366 2.058 -0.140  -0.27
2 C -2.348 0.274 -0.020  -0.65
3 C 0.300 -1.473 -0.765  -0.45
4 H -0.584 -1.890 -1.255  0.25
5 C -0.945 0.610 -0.491  -0.06
6 N 1.056 1.858 0.018  -0.33
7 H 0.684 -2.386 -0.187  0.25
8 H 2.498 -0.597 -1.084  0.24
9 H -2.410 0.139 1.110  0.24
10 H -0.864 0.584 -1.578  0.23
11 H 2.882 -0.827 0.714  0.26
12 C 1.357 0.645 0.085  0.46
13 H 0.946 -1.431 -1.611  0.24
14 C 2.657 -0.018 -0.068  -0.69
15 H -0.691 2.889 -0.911  0.26
16 H -1.191 -1.393 1.411  0.25
17 H -0.746 2.471 0.788  0.23
18 H 3.435 0.699 -0.247  0.29
19 C -0.290 -0.854 1.354  -0.43
20 H -2.993 1.216 -0.321  0.26
21 H -2.692 -0.570 -0.611  0.24
22 H 0.421 -1.648 1.712  0.24
23 N 0.084 -0.304 0.042  -0.29
24 H -0.201 -0.050 2.054  0.23

Forces on the atoms, in the same order (eV/Å):
C -1.423 0.441 -0.676
C -0.862 2.484 0.071
C 0.053 -4.154 -1.101
H -0.628 0.573 0.561
C -0.265 2.247 -0.063
N 0.140 -0.676 -0.408
H -0.359 1.687 -0.477
H 0.886 1.058 1.966
H -0.237 0.246 -1.788
H -0.109 -0.406 -0.030
H -0.178 1.405 -1.030
C -0.589 0.580 -0.036
H 0.669 0.986 -0.464
C -0.479 -2.793 -1.123
H 1.088 -1.922 1.149
H -1.378 -0.078 -0.511
H -0.217 -0.150 0.397
H 0.364 0.238 0.353
C 2.684 -0.373 2.108
H 1.043 -2.027 0.669
H -0.416 -0.222 0.417
H -0.043 1.087 -0.678
N 0.791 -0.617 0.040
H -0.533 0.385 0.653

- 2S+1 = 1
- calculated total energy (a.u.) = -384.9198
- net charge = +1
- max |F| (Eh/bohr) = 0.08358
- structure (SMILES) = CC1=NC[C@H](C)[N+]1(C)C
- molar mass (g/mol) = 127.2


3.
Below is a structure of composition C8H18FNbO2 at a distorted geometry, with properties calculated with ωB97M-V/def2-TZVPD.

Each line ends with the natural charge from an NBO analysis.
Element x y z (Å)
1 C -1.893 -0.805 -0.821  -0.62
2 C 2.159 -1.899 -0.670  0.19
3 H -2.966 -0.714 -1.159  0.16
4 H 2.824 -1.596 0.171  0.19
5 H 0.343 2.110 1.517  -0.38
6 H -3.357 3.043 1.397  0.16
7 O 3.800 1.151 0.065  -0.77
8 H -1.741 2.620 1.992  0.23
9 H -3.522 1.140 0.032  0.14
10 C -1.441 0.665 -0.430  -0.72
11 C 1.557 -0.625 -1.321  -1.00
12 H -1.338 -1.215 -1.686  0.21
13 H -1.928 3.334 0.313  0.21
14 H 0.836 -0.848 -2.144  0.19
15 Nb 0.734 0.789 0.296  1.74
16 C 1.115 -2.896 -0.074  -0.66
17 H -1.915 -1.466 0.070  0.19
18 C 2.922 1.108 0.959  0.43
19 H 0.179 -2.423 0.263  0.24
20 H 0.515 -0.545 1.531  -0.49
21 H 1.581 -3.342 0.842  0.19
22 C -2.535 1.175 0.584  -0.39
23 F 3.031 -2.632 -1.573  -0.44
24 H 0.981 2.163 -0.921  -0.43
25 C -2.360 2.651 1.068  -0.62
26 H 2.426 -0.107 -1.799  0.26
27 H -1.531 1.255 -1.379  0.20
28 O 3.226 1.213 2.203  -0.79
29 H -2.647 0.455 1.432  0.19
30 H 0.944 -3.761 -0.759  0.19

Forces on the atoms, in the same order (eV/Å):
C -0.648 1.090 -0.071
C -0.893 0.877 0.507
H 0.623 -0.231 0.202
H -0.246 -0.043 -0.815
H 0.142 0.173 -0.208
H 0.530 -0.123 -0.373
O -0.607 -0.245 -0.730
H -0.086 0.405 -0.893
H 0.488 -0.121 0.425
C -1.281 -0.157 0.158
C 1.274 -0.889 -0.344
H -0.053 -0.031 0.748
H -0.078 -0.527 0.392
H 0.247 -0.154 0.544
Nb 1.481 -0.668 -0.300
C 0.955 -0.824 0.215
H 0.333 0.140 -0.616
C 1.625 1.065 1.659
H 0.507 -0.160 -0.463
H -0.425 -0.473 0.487
H -0.432 0.224 -0.587
C -0.318 0.434 -1.333
F -0.468 -0.012 0.225
H -0.281 0.304 -0.038
C -0.562 -0.731 1.167
H -0.654 -0.108 0.474
H 0.002 -0.195 0.743
O -1.361 -0.430 -0.972
H 0.291 0.635 -0.420
H -0.106 0.775 0.218

- 2S+1 = 1
- calculated total energy (a.u.) = -622.6497
- net charge = -2
- max |F| (Eh/bohr) = 0.04968
- molar mass (g/mol) = 258.1


4.
Below is a structure of composition C13H20BeN3O5PS3, with properties calculated with ωB97M-V/def2-TZVPD.

Each line ends with the natural charge from an NBO analysis.
Element x y z (Å)
1 P 1.133 -0.904 -0.306  2.61
2 O 0.305 -0.533 -1.609  -0.83
3 C -3.402 2.435 2.080  0.29
4 H 0.699 -0.201 2.823  0.24
5 H 2.838 0.344 -2.209  0.23
6 O 0.157 -1.680 0.570  -1.30
7 C 1.536 2.252 1.929  -0.62
8 H 4.111 1.152 2.057  0.19
9 S -2.580 -2.950 -0.564  -0.45
10 Be -1.389 -1.631 0.907  1.59
11 H 1.679 1.682 -2.168  0.22
12 H 2.076 -1.942 -3.016  0.23
13 N -3.384 3.572 2.265  -0.38
14 H 3.835 -0.052 0.768  0.25
15 H -0.672 1.334 -3.058  0.21
16 C 3.525 0.915 1.166  -0.64
17 H 2.025 2.573 2.852  0.19
18 C 2.003 0.810 -2.735  -0.65
19 H 0.453 -2.121 -3.719  0.25
20 N -1.850 -2.933 -3.306  -0.54
21 H 2.115 -1.132 2.330  0.23
22 C 0.850 -0.176 -2.894  0.28
23 C 1.302 -1.446 -3.602  -0.65
24 H 0.457 2.216 2.081  0.24
25 C -0.318 0.470 -3.623  -0.62
26 C -2.126 -2.919 -2.177  0.11
27 S -4.807 -1.395 2.273  -0.06
28 H -1.653 -3.197 2.429  0.47
29 C 1.768 -0.139 2.619  -0.65
30 O -1.864 -2.286 2.231  -1.30
31 C -4.474 0.328 2.362  -0.33
32 O 1.298 0.572 0.323  -0.84
33 C -3.401 1.000 1.858  -0.24
34 S -1.993 0.511 0.985  -0.36
35 H 2.341 1.128 -3.725  0.19
36 H -0.002 0.794 -4.618  0.18
37 C 2.040 0.876 1.513  0.28
38 H -1.136 -0.245 -3.718  0.24
39 H 3.711 1.680 0.409  0.20
40 O 2.448 -1.538 -0.554  -1.17
41 H 1.748 2.981 1.144  0.20
42 H -3.488 -1.854 2.124  0.25
43 N -6.388 1.614 3.536  -0.39
44 H 2.293 0.169 3.526  0.19
45 H 1.697 -1.193 -4.590  0.18
46 C -5.514 1.061 3.026  0.30

Forces on the atoms, in the same order (eV/Å):
P -0.025 -0.177 0.175
O -0.055 -0.053 0.020
C -0.034 -0.156 0.051
H -0.005 -0.005 0.006
H -0.026 -0.006 -0.016
O -0.087 0.277 -0.204
C 0.009 -0.008 -0.001
H 0.022 0.018 0.007
S -0.067 -0.033 -0.058
Be 0.122 -0.334 0.161
H -0.012 0.031 -0.011
H 0.035 0.027 0.004
N 0.013 0.020 -0.035
H 0.000 0.013 0.010
H 0.003 0.022 -0.005
C 0.012 -0.014 0.018
H 0.002 0.012 -0.001
C 0.024 0.012 -0.005
H 0.029 0.024 0.009
N -0.024 -0.010 -0.024
H 0.009 0.007 0.013
C 0.054 -0.004 0.032
C -0.061 -0.033 -0.019
H -0.012 -0.008 0.021
C 0.016 0.009 -0.030
C 0.058 0.110 0.081
S 0.206 -0.118 -0.139
H 0.094 -0.141 -0.214
C -0.024 -0.008 -0.036
O -0.263 0.317 0.152
C -0.091 0.002 0.108
O -0.052 0.022 -0.102
C 0.104 0.192 0.017
S 0.019 -0.009 -0.137
H 0.007 0.025 -0.012
H -0.025 -0.005 -0.004
C 0.029 -0.013 0.042
H 0.012 -0.030 0.007
H -0.002 -0.003 -0.011
O 0.018 -0.005 0.004
H 0.000 -0.005 -0.003
H -0.143 0.119 0.239
N -0.004 -0.017 0.059
H 0.003 0.007 0.014
H 0.022 -0.011 -0.028
C 0.092 -0.059 -0.153

- 2S+1 = 1
- calculated total energy (a.u.) = -2598.8923
- net charge = -2
- max |F| (Eh/bohr) = 0.00855
- molar mass (g/mol) = 434.5